[1]
The following is a quantum chemistry calculation of a gas-phase ion, C2H7N4 (charge +1) at a distorted geometry, from OMol25.

```
13
Properties=species:S:1:pos:R:3:mulliken_charge:R:1
C -1.978 -0.242 -0.067 -0.66
N -0.602 -0.261 0.173 0.66
N 0.143 -1.233 0.119 -0.45
N 1.443 -0.923 0.143 -0.05
C 1.639 0.506 -0.091 -0.24
N 0.277 0.976 0.226 -0.32
H -2.284 0.739 -0.121 0.32
H -2.637 -0.726 0.828 0.28
H -2.076 -0.750 -0.940 0.36
H 1.909 -1.728 -0.218 0.31
H 2.318 0.849 0.662 0.29
H 1.821 0.862 -1.074 0.28
H 0.026 1.931 0.363 0.22
```

Kohn-Sham gap in eV: 9.5
Energy above the lowest of the compared OMol25 structures with the same formula, charge and spin in kcal/mol: 115.3
Maximum force in eV/Å: 6.22
SMILES string: C[N+]1=NNCN1
LUMO level in eV: -4.6191
Charge: +1

[2]
The following is a quantum chemistry calculation of 2 unconnected molecules or ions with the total composition C3H2IN2 at a distorted geometry, from OMol25.

```
8
Properties=species:S:1:pos:R:3:mulliken_charge:R:1
C 0.136 1.110 0.069 -0.06
C 0.278 -1.137 -0.091 -0.17
C -0.541 -0.057 -0.410 -0.03
N 1.343 -0.606 0.594 0.00
N 1.314 0.649 0.611 -0.10
I -0.535 3.074 0.175 0.52
H 0.317 -2.149 -0.260 0.51
H -2.311 -0.883 -0.690 0.35
```

Kohn-Sham gap (spin up / spin down) in eV: 6.1 / 6.3
Energy above the lowest of the compared OMol25 structures with the same formula, charge and spin in kcal/mol: 130.0
Maximum force in eV/Å: 4.94
LUMO level (spin up / spin down) in eV: -9.1298 / -8.8779
Charge: +1

Number 1 is which compound? C2H7N4

Which value of charge does entry 1 give? +1

What is the formula in the second record? C3H2IN2